Entry 1:
C19H42BF4N9O10S2 | ωB97M-V/def2-TZVPD

Each line ends with the Mulliken charge.
Positions of all 87 atoms, in Å:
C1 7.234 -2.764 1.115  -1.177
C2 5.721 -2.885 0.820  -0.450
C3 5.272 -2.120 -0.458  -0.664
N1 4.438 -0.981 -0.075  -0.044
C4 3.708 -0.266 -1.094  -0.517
S1 4.326 -0.432 -2.841  -0.251
O1 2.403 -0.764 -1.148  -0.338
C5 1.323 0.185 -1.113  0.407
C6 1.492 1.273 -2.175  -1.402
O2 0.587 2.366 -1.951  -0.121
N2 0.416 3.015 -3.239  0.170
O3 0.989 4.021 -3.279  -0.327
B1 1.221 0.725 0.410  0.680
O4 1.369 2.080 0.710  -0.392
O5 1.047 -0.176 1.410  -0.437
C7 1.666 0.088 2.679  -0.263
C8 0.656 0.619 3.682  -1.216
C9 0.070 -0.670 -1.462  -2.247
C10 -1.241 0.121 -1.336  2.813
C11 -1.824 0.658 -2.651  -1.405
O6 -2.378 1.980 -2.462  -0.266
C12 -3.652 2.016 -2.068  -0.133
O7 -4.162 1.216 -1.324  -0.479
O8 0.126 -1.793 -0.623  -0.379
C13 -0.803 -2.843 -0.753  0.358
S2 -1.461 -3.211 -2.426  -0.211
C14 -1.866 -2.671 0.383  -1.119
C15 -3.360 -2.943 0.162  0.375
N3 -3.965 -2.704 1.506  -0.625
N4 -3.946 -2.023 -0.800  -0.418
N5 -3.741 -4.280 -0.260  -0.554
C16 0.100 -4.088 -0.421  0.793
F1 0.735 -3.872 0.749  -0.250
F2 1.059 -4.192 -1.378  -0.374
C17 -0.635 -5.449 -0.360  0.511
F3 -1.078 -5.666 0.906  -0.267
F4 0.254 -6.442 -0.646  -0.320
H1 7.430 -1.986 1.854  0.294
H2 7.644 -3.699 1.494  0.334
H3 7.803 -2.510 0.219  0.332
H4 5.162 -2.520 1.679  0.289
H5 5.516 -3.946 0.681  0.329
H6 6.184 -1.810 -0.974  0.369
H7 4.707 -2.814 -1.073  0.388
H8 5.010 -0.322 0.438  0.282
H9 3.781 0.798 -0.862  0.642
H10 5.392 0.381 -2.752  0.143
H11 2.504 1.667 -2.255  0.636
H12 1.258 0.842 -3.160  0.664
H13 0.545 2.431 1.065  0.146
H14 2.541 0.729 2.580  0.303
H15 2.022 -0.881 3.034  0.390
H16 0.442 1.678 3.538  0.235
H17 -0.271 0.053 3.578  0.255
H18 1.004 0.446 4.701  0.429
H19 0.225 -0.940 -2.517  1.088
H20 -2.012 -0.522 -0.922  -1.689
H21 -1.151 0.987 -0.678  0.331
H22 -2.616 -0.004 -3.006  0.551
H23 -1.090 0.748 -3.449  0.544
H24 -4.210 2.884 -2.443  0.392
H25 -1.358 -2.054 -3.083  0.149
H26 -1.794 -1.637 0.713  0.024
H27 -1.546 -3.256 1.246  0.876
H28 -4.847 -2.227 1.392  0.275
H29 -4.132 -3.583 1.978  0.249
H30 -4.010 -1.089 -0.409  0.088
H31 -4.883 -2.346 -1.015  0.337
H32 -3.422 -5.004 0.367  0.305
H33 -3.518 -4.473 -1.226  0.295
H34 -1.448 -5.543 -1.078  0.246
N6 -2.421 3.625 1.712  -0.317
C18 -3.006 2.764 2.616  0.648
N7 -3.831 1.831 2.059  -0.311
O9 -2.790 2.838 3.808  -0.640
H35 -2.577 3.582 0.722  0.155
H36 -1.798 4.316 2.087  0.148
H37 -4.266 1.173 2.678  0.183
H38 -4.009 1.773 1.072  0.118
N8 -2.761 7.186 1.255  -0.308
C19 -2.022 8.147 0.617  0.528
N9 -0.857 7.703 0.047  -0.304
O10 -2.374 9.308 0.558  -0.630
H39 -2.494 6.224 1.315  0.230
H40 -3.619 7.478 1.684  0.168
H41 -0.294 8.383 -0.427  0.200
H42 -0.545 6.752 0.084  0.146

Atoms 1-6, force components in eV/Å:
-0.2 0.2 0.0
0.7 0.0 -0.4
0.0 -0.5 1.1
0.2 0.5 -0.5
0.6 -0.3 0.2
0.0 0.0 -0.1

* E: -87486.45010 eV
* SMILES string: CCCN[C@@H](S)O[C@](CON=O)(B(O)OCC)[C@H](CCOC=O)O[C@](S)(CC(N)(N)N)C(F)(F)C(F)F.NC(N)=O.NC(N)=O
* spin multiplicity: 1

***

Entry 2:
C19H42BaP2Si | ωB97M-V/def2-TZVPD

Each line ends with the Mulliken charge.
Positions of all 65 atoms, in Å:
P1 0.323 -1.730 -4.418  0.745
P2 0.148 1.474 -4.307  0.788
C1 -0.075 -0.801 -5.987  -1.084
C2 0.422 0.649 -5.959  -1.112
H1 -1.168 -0.839 -6.104  0.433
H2 0.378 -1.350 -6.824  0.466
H3 1.503 0.699 -6.158  0.432
H4 -0.093 1.251 -6.720  0.469
C3 -1.449 2.327 -4.659  -1.384
H5 -1.656 3.019 -3.831  0.358
H6 -2.254 1.581 -4.705  0.338
H7 -1.397 2.884 -5.606  0.414
C4 1.289 2.901 -4.519  -1.386
H8 1.101 3.426 -5.468  0.389
H9 2.322 2.525 -4.495  0.357
H10 1.141 3.588 -3.673  0.382
C5 -0.827 -3.148 -4.640  -1.355
H11 -0.615 -3.888 -3.855  0.387
H12 -0.711 -3.608 -5.633  0.384
H13 -1.856 -2.781 -4.513  0.349
C6 1.889 -2.547 -4.947  -1.362
H14 2.688 -1.795 -5.002  0.342
H15 1.769 -3.040 -5.922  0.391
H16 2.160 -3.291 -4.184  0.368
Ba1 0.268 0.069 2.838  1.589
C7 0.780 1.425 0.460  -1.548
C8 -0.565 1.334 0.388  -0.357
C9 -1.333 0.462 -0.542  0.268
C10 -1.686 -1.018 -0.102  -0.687
C11 -0.676 -1.844 0.606  -0.737
C12 0.667 -1.769 0.372  -0.467
C13 1.308 -0.909 -0.661  0.606
C14 1.735 0.558 -0.282  -0.382
C15 0.232 -2.362 4.145  -1.582
H17 1.265 2.143 1.165  0.721
H18 -1.191 1.935 1.081  0.544
H19 -0.868 0.380 -1.537  -0.523
H20 -2.324 0.926 -0.686  0.550
H21 -2.579 -1.022 0.541  0.449
H22 -2.068 -1.502 -1.023  0.277
H23 -1.063 -2.634 1.269  0.331
H24 1.331 -2.449 0.927  0.369
H25 0.731 -0.841 -1.602  -0.795
H26 2.248 -1.414 -0.948  0.572
H27 2.659 0.498 0.315  0.380
H28 2.072 1.018 -1.228  0.234
H29 1.005 -1.775 4.632  0.148
H30 0.517 -3.022 3.328  0.469
H31 -0.816 -2.116 4.278  0.172
C16 1.360 0.449 6.691  -0.956
Si1 -0.412 0.963 6.359  0.392
C17 -1.575 -0.450 6.740  -0.949
C18 -0.827 2.424 7.444  -1.050
C19 -0.650 1.690 4.705  -1.727
H32 1.430 0.218 7.762  0.256
H33 2.048 1.280 6.486  0.285
H34 1.698 -0.433 6.132  0.341
H35 -1.472 -0.673 7.811  0.300
H36 -2.615 -0.150 6.555  0.270
H37 -1.368 -1.362 6.169  0.355
H38 -0.153 3.256 7.221  0.253
H39 -1.854 2.748 7.255  0.255
H40 -0.717 2.126 8.487  0.268
H41 -1.654 1.895 4.271  0.412
H42 0.082 2.441 4.307  0.585

Atoms 1-6, force components in eV/Å:
-0.1 -0.3 -0.2
0.0 0.3 -0.1
0.0 -0.1 0.2
0.0 0.1 0.2
0.2 0.1 0.0
-0.3 0.1 0.0

* energy above the lowest of the compared OMol25 structures with the same formula, charge and spin: 36.4 kcal/mol
* spin multiplicity: 1

***

Entry 3:
C19H42Cl2N5O7Tl | ωB97M-V/def2-TZVPD

Each line ends with the Mulliken charge.
Positions of all 76 atoms, in Å:
Tl1 -3.346 -1.878 -1.411  0.913
C1 -0.566 0.812 1.329  -0.488
C2 -0.947 -0.395 0.542  0.653
O1 -1.242 -1.519 1.042  -0.383
O2 -1.039 -0.217 -0.673  -0.491
H1 -1.320 1.591 1.445  0.289
H2 0.418 1.200 1.068  -0.016
H3 -0.572 0.336 2.310  0.177
C3 -1.790 -5.244 1.559  -0.558
C4 -3.245 -5.054 1.356  0.656
O3 -3.625 -4.209 0.544  -0.556
N1 -3.981 -5.898 2.045  -0.152
C5 -5.404 -5.732 2.061  -0.922
H4 -1.579 -5.975 2.341  0.345
H5 -1.236 -4.340 1.810  0.055
H6 -1.493 -5.470 0.535  0.096
H7 -3.615 -6.757 2.429  0.279
H8 -5.906 -6.687 1.903  0.329
H9 -5.771 -5.028 1.314  0.284
H10 -5.602 -5.354 3.064  0.321
C6 0.997 -3.445 -0.956  -0.474
C7 -0.128 -4.149 -1.749  0.458
O4 -1.272 -3.854 -1.494  -0.502
N2 0.098 -5.129 -2.606  -0.124
C8 1.333 -5.946 -2.696  -0.936
H11 1.689 -4.231 -0.654  0.351
H12 0.531 -3.190 -0.004  -0.048
H13 1.448 -2.513 -1.295  0.187
H14 -0.714 -5.398 -3.143  0.298
H15 1.907 -5.551 -3.535  0.336
H16 1.051 -6.933 -3.062  0.361
H17 1.865 -6.041 -1.749  0.317
C9 1.558 1.185 -2.312  -0.608
C10 2.782 0.771 -3.154  0.472
O5 3.190 -0.339 -3.252  -0.521
N3 3.255 1.767 -3.900  -0.150
C11 4.342 1.775 -4.897  -0.862
H18 1.367 2.209 -1.992  0.237
H19 1.555 0.657 -1.358  0.159
H20 0.704 0.914 -2.932  0.290
H21 2.555 2.468 -4.094  0.236
H22 4.426 0.814 -5.405  0.316
H23 5.230 1.853 -4.270  0.303
H24 4.366 2.530 -5.682  0.344
C12 -0.994 4.601 0.212  -0.441
C13 -0.616 4.879 -1.227  0.867
O6 -0.013 5.982 -1.346  -0.563
N4 -0.998 4.065 -2.212  -0.108
C14 -0.922 4.264 -3.663  -0.996
H25 -2.067 4.428 0.291  0.391
H26 -0.665 5.388 0.890  0.270
H27 -0.403 3.767 0.590  -0.345
H28 -1.174 3.081 -2.070  0.188
H29 -0.274 5.108 -3.898  0.380
H30 -1.897 4.407 -4.129  0.337
H31 -0.311 3.536 -4.199  0.294
C15 2.891 7.294 2.350  -1.055
C16 3.362 5.987 1.651  0.692
O7 4.392 5.916 0.920  -0.529
N5 2.711 4.897 2.007  -0.096
C17 2.632 3.610 1.472  -0.588
H32 3.225 8.106 1.704  0.342
H33 3.415 7.502 3.283  0.319
H34 1.804 7.362 2.406  0.323
H35 2.141 4.952 2.838  0.290
H36 1.766 3.578 0.810  -0.050
H37 2.563 2.856 2.256  0.349
H38 3.519 3.457 0.857  0.373
Cl1 -1.730 -0.893 6.667  -0.172
C18 -2.371 -0.982 4.962  -0.220
C19 -1.824 -2.170 4.274  -0.136
Cl2 -1.997 -3.805 5.018  -0.167
H39 -2.044 -0.065 4.470  0.140
H40 -3.456 -1.072 4.910  0.369
H41 -0.737 -2.111 4.216  0.331
H42 -2.207 -2.335 3.267  -0.065

Atoms 1-6, force components in eV/Å:
0.5 -0.7 0.4
0.0 -1.1 1.7
-0.4 0.8 0.7
0.2 0.7 -0.4
-0.4 -0.7 -2.1
-0.1 -0.1 -0.7

* total charge: +2
* E: -71884.43609 eV
* spin multiplicity: 1

***

Entry 4:
C19H42FNO9P2 | ωB97M-V/def2-TZVPD

Each line ends with the Mulliken charge.
Positions of all 74 atoms, in Å:
C1 2.030 4.557 5.807  -1.138
C2 1.612 3.510 4.767  -0.473
C3 1.897 3.901 3.314  -0.056
F1 2.085 5.269 3.155  -0.439
C4 0.860 3.329 2.314  0.518
C5 1.319 1.892 2.074  -0.792
C6 2.217 1.941 0.795  -0.480
N1 2.066 3.298 0.261  -0.277
C7 1.138 4.076 1.018  -0.209
O1 0.718 5.130 0.670  -0.582
H1 2.563 4.114 6.647  0.315
H2 1.142 5.015 6.239  0.281
H3 2.640 5.357 5.400  0.340
H4 0.562 3.252 4.906  0.317
H5 2.157 2.585 4.956  0.307
H6 2.849 3.436 3.032  0.283
H7 -0.154 3.255 2.695  0.736
H8 0.452 1.308 1.751  0.065
H9 1.662 1.317 2.930  0.412
H10 3.237 1.666 1.049  0.260
H11 1.763 1.285 0.059  0.297
H12 2.922 3.839 0.360  0.324
C8 2.649 -3.797 -3.931  -0.912
C9 3.502 -2.595 -3.576  -0.246
O2 3.262 -1.474 -4.422  -0.359
P1 1.967 -0.520 -4.211  0.998
O3 1.596 -0.550 -2.787  -0.661
O4 2.578 0.945 -4.469  -0.386
C10 2.631 1.929 -3.434  -0.317
C11 3.956 1.877 -2.707  -0.998
O5 1.385 -0.545 -5.694  -0.360
C12 0.961 -1.761 -6.319  -0.238
C13 -0.325 -2.299 -5.724  -0.835
H13 1.587 -3.549 -3.892  0.139
H14 2.838 -4.616 -3.238  0.401
H15 2.872 -4.149 -4.940  0.266
H16 3.364 -2.327 -2.528  0.249
H17 4.556 -2.848 -3.701  0.375
H18 1.796 1.819 -2.744  0.290
H19 2.517 2.897 -3.922  0.354
H20 4.115 0.902 -2.243  0.212
H21 3.991 2.642 -1.930  0.320
H22 4.784 2.040 -3.399  0.345
H23 1.761 -2.503 -6.288  0.231
H24 0.804 -1.519 -7.369  0.334
H25 -0.215 -2.493 -4.654  0.112
H26 -0.616 -3.226 -6.218  0.363
H27 -1.131 -1.574 -5.841  0.319
C14 -2.859 -2.813 -0.703  -0.770
C15 -3.680 -1.596 -0.326  -0.278
O6 -4.349 -1.741 0.923  -0.415
P2 -3.556 -1.552 2.346  1.107
O7 -2.564 -0.484 2.053  -0.715
O8 -4.689 -0.746 3.174  -0.384
C16 -4.496 0.597 3.616  -0.250
C17 -5.030 1.582 2.600  -1.047
O9 -4.058 -2.909 3.027  -0.391
C18 -3.743 -4.192 2.476  -0.177
C19 -2.282 -4.555 2.650  -1.020
H28 -2.117 -3.041 0.066  0.104
H29 -2.336 -2.643 -1.645  0.303
H30 -3.495 -3.692 -0.824  0.264
H31 -3.056 -0.702 -0.331  0.265
H32 -4.462 -1.440 -1.071  0.350
H33 -3.448 0.789 3.845  0.287
H34 -5.051 0.695 4.551  0.336
H35 -4.520 1.473 1.642  0.251
H36 -4.898 2.607 2.950  0.385
H37 -6.092 1.406 2.423  0.286
H38 -4.048 -4.240 1.431  0.214
H39 -4.364 -4.907 3.014  0.346
H40 -1.633 -3.816 2.171  0.289
H41 -2.076 -5.533 2.216  0.351
H42 -2.019 -4.582 3.708  0.309

Atoms 1-6, force components in eV/Å:
-0.3 0.0 0.3
0.2 0.0 0.2
-0.2 -0.4 0.0
-0.3 0.0 0.2
1.0 -0.5 0.9
-1.3 -0.8 -1.5

* E: -61600.19923 eV
* SMILES string: CC[C@H](F)[C@@H]1CCNC1=O.CCOP(=O)(OCC)OCC.CCOP(=O)(OCC)OCC
* spin multiplicity: 1